{"formula": "C24H88F4N42O32S4Sn2", "method": "the ωB97M-V functional and the def2-TZVPD basis", "symbols": ["Sn", "Sn", "N", "S", "O", "O", "F", "S", "O", "O", "F", "N", "S", "O", "O", "F", "S", "O", "O", "F", "O", "C", "C", "O", "H", "H", "H", "H", "O", "C", "C", "O", "H", "H", "H", "H", "C", "O", "N", "N", "H", "H", "H", "H", "C", "O", "N", "N", "H", "H", "H", "H", "C", "O", "N", "N", "H", "H", "H", "H", "C", "O", "N", "N", "H", "H", "H", "H", "C", "O", "N", "N", "H", "H", "H", "H", "C", "O", "N", "N", "H", "H", "H", "H", "C", "O", "N", "N", "H", "H", "H", "H", "C", "O", "N", "N", "H", "H", "H", "H", "C", "O", "N", "N", "H", "H", "H", "H", "C", "O", "N", "N", "H", "H", "H", "H", "C", "O", "N", "N", "H", "H", "H", "H", "C", "O", "N", "N", "H", "H", "H", "H", "C", "O", "N", "N", "H", "H", "H", "H", "C", "O", "N", "N", "H", "H", "H", "H", "C", "O", "N", "N", "H", "H", "H", "H", "C", "O", "N", "N", "H", "H", "H", "H", "C", "O", "N", "N", "H", "H", "H", "H", "C", "O", "N", "N", "H", "H", "H", "H", "C", "O", "N", "N", "H", "H", "H", "H", "C", "O", "N", "N", "H", "H", "H", "H"], "coordinates": [[-0.12824, -1.10615, -4.66099], [0.73037, -3.90402, -0.96291], [-2.79450, 0.00950, -5.46479], [-4.03163, -0.99330, -5.86210], [-3.69301, -1.95990, -6.91668], [-5.40107, -0.48277, -5.76198], [-3.83508, -1.73150, -4.51777], [-2.83315, 0.77974, -6.73219], [-3.99952, 1.50661, -7.08877], [-1.87424, 0.34714, -7.69959], [-1.94410, 1.89064, -6.03253], [0.62802, -6.59502, 0.30463], [1.79727, -6.94887, 1.58686], [3.10012, -7.56241, 1.31165], [1.10876, -7.35889, 2.76766], [2.11295, -5.35056, 1.80184], [0.52139, -8.02378, -0.01865], [-0.36571, -8.82078, 0.82254], [1.66793, -8.77926, -0.61418], [-0.35393, -7.54930, -1.28697], [0.68745, -1.63286, 1.41832], [0.30649, -0.33678, 0.97433], [-0.65491, -0.26837, -0.33154], [-0.21448, -0.82892, -1.53183], [1.13180, 0.34247, 0.76082], [-0.15004, 0.17751, 1.82002], [-1.05623, 0.72068, -0.55251], [-1.57466, -0.82167, -0.14178], [2.04344, -3.77258, -3.81430], [3.03732, -3.37994, -4.72120], [3.66950, -1.88652, -4.55905], [3.05499, -0.59377, -4.83198], [2.58083, -3.54298, -5.69749], [3.80488, -4.11852, -4.49008], [4.56931, -1.74353, -5.15738], [4.07253, -1.86469, -3.54653], [-3.07208, -1.80459, 3.08108], [-3.88393, -1.71297, 3.96305], [-2.04224, -2.49815, 3.18141], [-3.19788, -1.34812, 1.85300], [-1.78631, -2.76532, 4.12121], [-1.33821, -2.37723, 2.46740], [-2.38683, -1.57335, 1.29481], [-3.98533, -0.85159, 1.46122], [-4.88454, -1.64821, -0.83296], [-5.60647, -2.48735, -0.51926], [-5.12694, -0.43775, -0.47274], [-3.78128, -1.74630, -1.51338], [-4.69690, 0.39461, -0.85003], [-6.01637, -0.21565, -0.04887], [-3.28442, -0.90056, -1.75408], [-3.34868, -2.64871, -1.64982], [1.10374, 6.43989, -2.78485], [0.72723, 7.55343, -3.19398], [1.97414, 6.27567, -1.87992], [0.73752, 5.30351, -3.28077], [2.32710, 5.35285, -1.67037], [2.28607, 7.10799, -1.40028], [0.57000, 4.53727, -2.64446], [0.26633, 5.39156, -4.16978], [4.38980, -4.88628, -0.90683], [3.52314, -4.22203, -0.40715], [4.43760, -5.05990, -2.11327], [5.57582, -5.22679, -0.53976], [3.68363, -4.79670, -2.73162], [5.31486, -5.38657, -2.49248], [6.26914, -5.60469, -1.16953], [5.80386, -4.89542, 0.38669], [3.68572, 1.52202, 6.91411], [2.96116, 1.40698, 7.88980], [3.22587, 1.45849, 5.70177], [4.98441, 1.75448, 6.91623], [2.22209, 1.36214, 5.64471], [3.77708, 1.69806, 4.89006], [5.44770, 1.50671, 6.05364], [5.62260, 1.65609, 7.69284], [-0.02505, 4.71229, 1.84902], [-1.12708, 4.98172, 2.27872], [0.33402, 3.46148, 1.77251], [0.88305, 5.50223, 1.46059], [-0.27485, 2.81296, 2.25084], [1.34227, 3.40210, 1.77000], [1.73074, 5.08385, 1.10493], [0.94194, 6.43276, 1.84883], [1.55473, 5.27021, 5.44997], [1.94541, 6.41960, 5.32014], [1.87419, 4.33187, 4.64923], [0.71166, 4.80323, 6.34300], [2.42352, 4.49609, 3.81775], [1.52214, 3.43785, 4.96048], [0.28321, 5.48081, 6.95733], [0.32721, 3.87077, 6.39598], [5.38771, -5.08921, 3.54904], [6.27319, -4.93413, 2.75839], [5.41314, -6.00913, 4.53433], [4.24796, -4.42769, 3.40480], [4.46448, -6.25656, 4.77705], [6.22538, -6.51936, 4.85063], [4.01575, -3.85503, 2.60590], [3.53433, -4.52536, 4.11281], [-3.83706, 3.17539, 1.45636], [-4.78667, 2.71027, 0.84989], [-2.73442, 2.61008, 1.76467], [-3.74630, 4.43943, 1.70904], [-2.10122, 3.30554, 2.13278], [-2.52196, 1.64224, 1.56908], [-4.53421, 5.04473, 1.52757], [-2.99577, 4.88283, 2.21913], [1.77110, -2.53424, 4.82594], [2.23111, -2.56044, 5.94027], [1.71342, -1.49898, 4.03339], [1.11638, -3.56950, 4.38154], [1.36025, -1.70908, 3.11077], [1.96929, -0.54998, 4.26584], [0.67730, -3.46765, 3.47770], [0.91939, -4.31754, 5.03094], [3.98300, 3.05640, 2.23719], [3.33733, 3.90041, 1.68200], [3.56926, 1.92881, 2.67194], [5.19464, 3.16330, 2.68055], [4.22711, 1.20125, 2.91276], [2.64406, 1.54620, 2.53883], [5.60683, 4.07097, 2.51828], [5.61221, 2.43092, 3.23676], [-2.71632, -4.97068, 0.57578], [-2.32155, -4.24286, -0.36876], [-2.00445, -5.90381, 1.06343], [-3.77785, -4.80647, 1.18775], [-2.23654, -6.39866, 1.91276], [-1.13486, -6.14008, 0.60727], [-4.31782, -4.00038, 0.90710], [-3.70084, -5.17131, 2.12640], [-6.96786, 2.37620, -3.82951], [-8.12024, 2.10117, -4.20987], [-6.64380, 3.41556, -3.22383], [-5.91252, 1.61339, -3.65016], [-5.63514, 3.46642, -3.21244], [-7.27860, 4.17057, -3.00687], [-5.00175, 1.84752, -3.28167], [-6.08789, 0.78223, -4.19652], [2.52779, 2.27268, -1.75462], [3.24132, 3.04282, -2.41949], [2.04185, 1.19208, -2.28350], [1.90275, 2.51126, -0.70618], [2.47589, 0.82466, -3.11820], [1.28944, 0.64095, -1.89590], [1.33033, 1.72716, -0.42757], [2.21935, 3.10453, 0.04741], [-5.08013, 6.20652, -1.55221], [-5.53115, 6.86947, -0.66888], [-4.29815, 5.20568, -1.29073], [-5.28482, 6.32865, -2.83314], [-3.75875, 4.65920, -1.94686], [-4.28784, 4.92047, -0.32189], [-4.77533, 5.64122, -3.36977], [-5.87186, 6.98265, -3.33091], [-2.47967, -4.36326, -3.76696], [-1.94397, -3.43734, -3.19409], [-3.79218, -4.46421, -3.58728], [-1.95231, -5.36129, -4.35744], [-4.08461, -3.55745, -3.25207], [-4.47356, -5.17616, -3.80852], [-2.61607, -6.05205, -4.67741], [-0.94617, -5.37628, -4.27057], [-0.70246, 1.65637, 5.57739], [0.43214, 1.91177, 5.21872], [-1.41048, 0.74574, 5.00303], [-1.22921, 1.88315, 6.78455], [-1.02494, 0.09926, 4.32959], [-2.27470, 0.59735, 5.50421], [-2.18712, 1.58036, 6.88858], [-0.72229, 2.19808, 7.59939], [1.24055, 1.93830, -6.58058], [0.50524, 1.68657, -5.63567], [0.79112, 2.77297, -7.55211], [2.34262, 1.32897, -6.91975], [-0.11610, 3.17571, -7.36540], [1.29289, 2.78322, -8.42858], [2.63495, 0.51244, -6.40214], [2.98018, 1.72687, -7.59450], [4.49866, -1.01405, 0.84630], [5.62351, -0.79330, 0.93384], [3.69778, -1.08730, 1.84109], [3.84271, -1.17248, -0.29435], [4.14727, -1.29515, 2.72135], [2.70874, -1.15068, 1.64643], [2.85396, -1.16382, -0.50027], [4.24667, -1.15771, -1.21993], [-2.53455, 2.56553, -2.67505], [-3.40721, 3.19085, -3.24246], [-2.35283, 1.29559, -2.95573], [-1.67205, 3.10298, -1.77199], [-1.75554, 0.80983, -2.30199], [-2.67098, 0.96537, -3.85564], [-0.78523, 2.64788, -1.60912], [-1.87056, 3.94974, -1.25848]], "atomic_forces_ev_per_a": [[1.9, 0.6, 1.1], [0.4, 1.5, -0.4], [-2.9, -4.4, 2.1], [-3.0, -3.2, 0.9], [-0.6, 2.0, 1.8], [2.8, -0.9, -0.6], [-0.3, -1.3, 0.9], [5.0, 7.7, -4.1], [-0.6, -0.9, -0.5], [-0.8, -1.0, -1.0], [0.0, 1.8, -0.1], [5.2, 4.0, 4.6], [2.9, 2.9, 1.8], [-2.9, 1.7, 0.0], [0.1, 0.3, -0.3], [-0.4, -1.5, -0.2], [-2.0, -9.4, -5.9], [1.1, 1.2, -1.0], [-2.8, 2.2, 1.5], [-0.8, -1.3, -1.0], [-0.2, 0.4, -1.4], [-0.7, -1.1, -0.9], [-0.3, -1.4, 0.1], [1.5, -0.6, -0.6], [0.9, -0.2, -0.3], [-0.9, 0.3, 0.2], [0.4, 1.0, 0.7], [-0.3, -0.2, 0.9], [-1.5, 1.0, 1.2], [-0.8, 1.3, 1.1], [0.1, 0.9, -0.4], [-2.4, -2.3, 0.4], [0.5, 0.2, -0.7], [1.1, 0.3, -1.0], [0.4, -1.1, -0.5], [-0.2, -0.2, 0.6], [-5.1, 2.1, -0.7], [-2.0, 0.9, 2.3], [7.1, -4.3, 1.7], [0.0, 1.5, -2.5], [0.3, -0.1, -0.3], [0.8, -0.4, 0.3], [-0.7, 0.5, -0.8], [0.1, -0.1, 0.1], [2.3, 2.6, -1.3], [-4.4, -7.1, 2.1], [-1.6, 6.3, 2.0], [3.1, -0.9, -2.2], [0.2, -0.2, 0.0], [0.1, -0.3, -0.1], [0.2, -0.5, -0.1], [0.3, 0.2, 0.1], [-1.8, 4.0, -2.4], [0.2, -0.4, 0.0], [3.8, 0.4, 4.9], [-2.2, -3.2, -2.6], [0.4, 0.2, -0.1], [0.1, -0.4, 0.1], [0.1, -0.2, -0.7], [-0.4, -0.6, 0.4], [0.9, 1.8, 1.4], [-3.6, 1.2, 3.6], [-1.9, -2.1, -11.8], [4.1, -0.7, 6.8], [-0.3, 0.1, -0.1], [-1.1, 0.1, -0.8], [-0.3, 0.2, 0.9], [0.9, -0.5, 0.3], [-1.3, -0.3, 2.6], [0.1, 0.1, 0.7], [-1.8, -0.6, -3.3], [4.3, 0.4, 0.0], [0.0, 0.2, -0.4], [-0.6, 0.1, 0.3], [0.1, 0.1, 0.2], [-0.8, 0.0, 0.3], [-3.0, -1.3, 1.6], [-1.8, 1.4, 0.9], [1.0, -3.6, -0.5], [3.7, 4.4, -1.6], [0.7, -0.2, -0.1], [-0.1, -1.1, 0.4], [0.1, 0.6, 0.2], [-0.2, -0.1, -0.3], [0.3, 2.8, -0.3], [-0.1, 1.2, 0.6], [1.7, -3.8, -3.2], [-2.8, 0.6, 4.1], [-0.1, -0.1, 0.3], [0.4, -0.4, -1.2], [0.2, -0.2, -0.1], [0.4, 0.3, -0.5], [0.4, -0.4, -1.0], [2.6, 0.4, -1.5], [-1.2, -0.3, 1.2], [-2.3, 0.8, 1.1], [0.6, -0.6, 0.7], [-0.4, 0.2, -0.5], [0.4, -0.3, 0.0], [-0.1, 0.3, -0.3], [-2.8, -0.4, -2.3], [-1.1, -1.3, -0.4], [3.9, -3.1, 1.4], [-1.4, 5.7, 1.2], [0.8, -0.8, 0.1], [0.0, 0.3, 0.1], [-0.1, -0.3, 0.1], [0.1, -0.2, -0.2], [0.2, 1.0, 2.8], [1.5, 0.3, 2.1], [0.2, 2.3, -2.0], [-1.7, -3.1, -2.0], [-0.4, 0.9, -0.9], [0.2, -0.6, 0.3], [-0.2, -0.7, 0.2], [0.0, 0.1, -0.5], [0.3, 0.2, 0.7], [-1.6, 2.2, -1.7], [-3.8, -5.9, 1.2], [4.4, 2.8, 0.1], [-0.2, 0.0, -0.4], [0.0, 0.3, -0.4], [0.6, -0.4, 0.3], [0.3, 0.8, -0.3], [3.9, 2.3, -4.3], [0.6, -0.1, -0.7], [4.0, -4.0, 1.3], [-6.5, 1.7, 3.2], [0.1, -0.1, -0.4], [-0.3, 0.0, 0.5], [-0.5, 0.1, 0.5], [-1.3, 0.6, 0.0], [-3.9, -2.8, -0.1], [1.1, -0.5, -0.6], [1.0, 8.2, 2.8], [0.7, -6.1, -2.5], [-0.3, 1.6, 0.9], [0.4, 0.0, -0.3], [-0.3, 0.1, -0.4], [1.3, -0.5, 0.2], [2.8, 1.5, -6.9], [0.8, 0.1, 1.3], [-0.2, -4.1, -2.9], [-3.7, 2.2, 8.1], [0.0, -0.1, -0.4], [0.1, -0.4, 0.1], [0.0, 0.5, 0.7], [0.3, 0.1, -0.5], [-0.2, 0.4, 0.6], [-1.9, 2.3, 2.1], [2.8, -3.3, 1.9], [-0.5, 0.3, -4.4], [-0.5, 0.0, -0.2], [0.3, 0.0, -0.4], [-0.4, 0.4, -0.5], [0.3, 0.0, 0.7], [-2.8, 0.5, 2.3], [2.8, 2.1, 0.0], [-2.5, 1.3, 0.4], [2.5, -2.3, -2.0], [-1.1, -0.5, 0.1], [0.5, 0.2, -0.2], [1.1, -0.3, -0.2], [0.0, -0.9, -0.6], [2.3, -1.7, 1.7], [1.3, 1.4, -0.5], [-2.9, -1.9, -2.4], [-1.0, 2.1, 2.1], [-0.3, 0.3, -0.1], [0.0, -1.2, -1.2], [0.4, 0.3, 0.7], [0.0, 0.1, -0.5], [-2.1, 0.2, -1.5], [0.0, -1.1, 1.7], [0.0, 1.1, 0.2], [2.5, -1.3, -0.2], [0.2, 0.1, -0.6], [-0.7, 0.3, 0.2], [0.5, -0.3, 0.8], [-0.3, -0.2, 0.2], [-3.5, -0.3, -3.1], [7.8, 1.1, 0.5], [-2.7, -0.1, 4.7], [-1.5, -0.2, -4.8], [-0.7, 0.0, 0.1], [-0.4, -0.7, 0.6], [-0.3, -0.1, 1.3], [1.0, 0.3, 0.5], [0.4, 1.3, 0.2], [-1.4, 1.5, -0.3], [0.8, -1.8, 0.7], [0.5, 0.1, 0.5], [0.2, -0.8, -0.7], [0.0, -0.4, 0.2], [-0.2, 0.1, 0.2], [0.0, -0.1, -0.3]], "mulliken_charge": [1.22, 1.37, -0.16, 0.92, -0.70, -0.62, -0.07, 0.87, -0.66, -0.65, -0.17, -0.04, 0.93, -0.55, -0.68, 0.03, 0.77, -0.64, -0.63, -0.24, -0.54, 1.69, 2.06, -0.23, -1.12, -0.53, -0.90, -1.00, -0.67, -0.85, -0.14, -0.64, 0.24, 0.34, 0.39, -0.19, 0.42, -0.81, 0.02, 0.90, 0.30, -0.29, -0.97, -0.03, 0.50, -0.75, -0.03, 1.45, -0.28, 0.21, -0.46, -0.72, 0.58, -0.77, -0.25, -0.13, 0.11, 0.17, 0.09, 0.16, 0.27, 0.13, -0.12, -0.35, -0.11, 0.11, 0.14, 0.21, 0.52, -0.70, 0.20, -0.37, -0.22, 0.28, 0.14, 0.26, -0.02, -0.97, 1.42, 0.08, -0.51, -0.58, 0.15, 0.31, 0.58, -0.78, 0.19, -0.26, -0.01, 0.16, 0.19, -0.05, 0.63, -0.69, -0.39, 0.05, 0.16, 0.21, -0.21, 0.06, 0.69, -0.73, 0.33, -0.32, 0.03, -0.32, 0.32, 0.10, 0.57, -0.82, 0.87, -0.05, -0.86, -0.11, -0.23, 0.21, -0.05, -0.66, 0.67, -0.33, 0.41, -0.70, 0.28, 0.09, 0.41, 0.04, -0.16, -0.29, 0.18, -0.23, 0.20, 0.20, 0.46, -0.79, -0.16, -0.09, 0.04, 0.16, 0.40, 0.04, 0.43, -0.82, 0.92, 1.15, -0.05, -0.43, -1.27, -0.20, 0.71, -0.74, -0.01, -0.29, 0.05, -0.08, 0.12, 0.19, 0.56, -0.31, -0.43, -0.42, 0.00, 0.21, 0.15, 0.28, 0.58, -0.48, -0.09, -0.46, -0.04, 0.11, 0.14, 0.24, 0.40, -0.26, -0.46, -0.29, 0.22, 0.14, 0.21, 0.17, 0.15, -0.73, 1.30, 0.60, 0.23, -0.92, -0.41, 0.01, 0.26, -0.86, 2.49, 0.46, -0.97, -0.74, -0.51, 0.24], "energy_ev": -220296.1960, "homo_ha": -0.166, "charge": -2}


{"formula": "C5H5ClOS", "method": "the ωB97M-V functional and the def2-TZVPD basis", "symbols": ["C", "C", "Cl", "C", "C", "O", "C", "S", "H", "H", "H", "H", "H"], "coordinates": [[0.84351, -1.72180, 0.06091], [0.84003, -0.22098, -0.00399], [2.45661, 0.37788, -0.06427], [-0.23167, 0.61060, -0.01174], [-1.60510, 0.00572, 0.01798], [-2.62431, 0.65880, -0.04691], [-0.27409, 2.07532, -0.09008], [0.88519, 3.20253, 0.06137], [-0.13743, -2.17858, 0.11732], [1.36246, -2.11247, -0.83303], [1.44234, -2.02906, 0.92715], [-1.66863, -1.08704, 0.13184], [-1.28890, 2.41909, -0.26656]], "atomic_forces_ev_per_a": [[0.4, -0.1, -0.3], [0.0, 0.1, 0.1], [-0.2, 0.0, 0.0], [-0.1, -0.2, -0.1], [-0.3, 0.3, 0.1], [0.5, -0.4, 0.0], [0.4, 0.3, 0.0], [-0.3, -0.4, 0.0], [0.0, 0.0, 0.0], [-0.2, 0.2, 0.4], [-0.2, 0.0, -0.2], [0.0, 0.1, -0.1], [0.0, 0.0, 0.0]], "mulliken_charge": [-1.07, 0.84, -0.15, 0.16, -0.09, -0.49, -0.50, -0.23, 0.33, 0.29, 0.30, 0.27, 0.34], "e_above_lowest_kj_mol": 81.4, "energy_ev": -30669.6914, "homo_ha": -0.314}